Here is a structure of composition C36H38BF3FeO4 at a distorted geometry from OMol25. Energies are from ωB97M-V with the def2-TZVPD basis set.

Structure (XYZ):
```
83
C36H38BF3FeO4 (ωB97M-V with the def2-TZVPD basis set)
C 5.581 -2.508 -0.527
H -1.691 6.345 2.318
C -0.298 -3.503 1.205
C 1.104 3.040 -0.584
H -2.214 -4.734 -1.985
H -1.447 -5.018 2.250
H 0.884 1.254 2.288
O -1.668 1.520 -0.797
C 3.986 -2.098 1.149
H -3.467 0.524 -2.457
H -4.920 -6.362 -0.096
H 3.478 -1.666 2.009
H -2.326 -1.196 2.225
O -1.529 4.340 -0.266
C -2.852 0.549 1.070
H 2.900 3.894 -1.376
C -3.405 0.031 -1.479
C -4.088 -5.853 -0.588
H 3.032 -4.146 1.018
C 4.732 -3.686 -0.413
C 1.319 1.845 1.482
C -0.068 -2.835 -0.035
H 5.585 -0.573 0.680
C -2.052 -4.815 0.197
F 5.276 2.344 -0.787
C 4.768 2.973 0.323
C 2.665 -0.404 -1.333
H 3.874 -2.615 -3.585
C 3.357 -2.098 -2.778
C -1.591 5.511 1.630
H -2.493 7.488 0.045
C 3.749 -3.428 0.625
H 6.470 -2.426 -1.153
C -2.990 1.067 -0.448
H -1.922 -1.304 0.500
H -4.980 1.848 -0.568
C 2.232 -2.594 -2.030
H -3.038 6.400 -1.259
H 4.345 -0.061 -2.767
H 0.587 -0.835 0.619
B -1.112 1.894 0.450
Fe 3.677 -2.056 -0.820
C -1.223 4.177 1.951
H 0.315 -3.252 2.070
H 0.503 3.429 -1.398
C -1.790 5.563 0.273
H -3.748 0.614 3.005
O -1.625 1.144 1.539
H -2.684 -0.789 -1.550
H -4.921 0.459 1.682
F 5.116 4.295 0.217
C 1.751 -1.524 -1.109
C -1.689 -4.354 -1.095
H 2.491 0.571 -0.900
H 3.322 1.654 2.260
C 2.467 3.287 -0.587
O -3.206 -5.471 0.485
H -3.587 -6.561 -1.267
H -0.975 3.778 2.931
C 0.713 -1.629 -0.122
C 5.114 -1.526 0.438
H -4.152 2.023 2.015
C 2.704 2.048 1.462
C 3.618 -0.740 -2.337
H 4.860 -4.639 -0.925
C -1.143 3.483 0.756
C -0.708 -3.386 -1.190
H -1.331 6.986 -1.212
C -2.674 -0.955 1.211
F 5.429 2.466 1.400
C -3.988 0.946 1.991
H -3.855 2.982 0.225
H -4.453 -4.960 -1.121
H 1.715 -3.537 -2.191
H -3.805 2.744 -1.542
C -2.189 6.653 -0.602
C -1.235 -4.505 1.316
C -3.954 2.239 -0.578
H -3.609 -1.506 1.048
H -4.396 -0.363 -1.225
C 3.277 2.775 0.420
C 0.481 2.360 0.475
H -0.389 -3.031 -2.174
```

The expectation value of S² is 6.094. Its spin multiplicity is 5. The calculation puts the energy above the lowest of the compared OMol25 structures with the same formula, charge and spin at 0.183 eV.

What are the Löwdin partial charges on each atom? They are as follows, in elementary charge units: -0.137 0.118 -0.041 0.010 0.110 0.117 0.128 0.117 -0.148 0.095 0.089 0.111 0.102 0.077 -0.438 0.131 -0.008 -0.067 0.115 -0.152 0.006 -0.253 0.110 -0.276 0.112 -0.515 -0.099 0.117 -0.138 0.006 0.094 -0.130 0.117 -0.443 0.063 0.095 -0.107 0.100 0.120 0.116 -0.827 0.348 0.051 0.117 0.134 -0.304 0.095 0.093 0.081 0.097 0.118 -0.249 -0.018 0.096 0.122 0.000 -0.099 0.095 0.138 0.028 -0.145 0.078 0.008 -0.110 0.114 -0.112 -0.040 0.100 -0.012 0.116 -0.016 0.083 0.095 0.113 0.101 -0.006 -0.008 -0.019 0.097 0.094 -0.132 -0.058 0.116

***

Here is a cluster of 3 separate species, C25H64N8O2P3 in total at a distorted geometry from OMol25. Energies are from ωB97M-V with the def2-TZVPD basis set.

Structure (XYZ):
```
102
C25H64N8O2P3 (ωB97M-V with the def2-TZVPD basis set)
H -4.157 3.307 -3.414
H 0.278 2.755 -1.585
C 7.719 -0.973 0.275
N -2.235 2.618 1.653
H -3.133 0.699 -3.109
C -0.666 3.153 -1.202
C 4.741 1.604 -2.435
C -5.408 -0.743 0.480
C -4.663 1.271 -0.819
P 5.530 -0.801 -1.217
N 6.970 -0.080 -0.598
P -0.507 -2.774 2.449
H -3.258 -3.219 2.837
H 4.777 -2.448 -3.306
H -0.169 -2.347 5.456
C 1.897 -1.647 1.974
H 1.819 -2.057 4.641
H -3.535 -0.576 -0.665
H 2.924 0.808 -0.518
H -2.405 2.220 -3.784
H -5.589 1.644 -0.376
C -4.662 5.241 -2.891
N 4.422 0.285 -1.938
H -0.463 3.489 -0.187
H -4.704 1.525 -1.883
H -3.341 5.948 -1.363
N 6.266 -1.024 -2.816
H 2.370 0.669 -2.203
C -2.775 3.718 1.309
H -0.997 -0.883 4.865
H 6.354 1.428 0.780
H 6.081 -2.334 -4.480
H -3.521 -2.580 4.451
H -0.871 4.043 -1.811
H -6.375 -0.236 0.494
P -1.892 1.783 -1.340
H -1.439 0.784 -3.460
H 0.257 -4.641 0.560
C 3.048 0.247 -1.455
H 8.356 -1.440 -2.601
H -4.869 -0.635 1.424
H 8.021 1.554 0.167
H -1.413 -5.169 0.830
H 7.820 -0.915 -4.202
C 1.834 -2.933 3.981
H -4.812 5.223 0.136
H -1.419 2.495 2.248
H -6.310 -1.020 -1.821
C -4.590 -0.298 -0.751
H -0.050 -6.204 1.301
H 4.010 1.912 -3.189
H -2.446 4.706 1.609
H -5.513 3.988 -0.863
H 2.880 -3.194 3.805
H -5.662 3.714 -3.786
N 1.167 -2.665 2.726
H 2.959 -1.889 1.915
H 1.794 -0.652 2.430
H -4.668 3.034 1.076
H -2.177 -5.361 3.367
H 7.940 0.258 -2.918
H -5.092 -0.300 -2.902
H -2.935 4.308 -2.053
C -0.403 -5.174 1.251
H -0.747 -6.397 3.444
C -2.885 1.402 1.148
C -1.101 -1.962 5.047
H -4.380 6.143 -3.436
C -3.715 4.973 -1.685
C -2.903 -2.474 3.559
C 6.997 1.282 -0.097
H 1.400 -3.783 4.508
H -5.679 5.367 -2.506
H -5.628 -1.812 0.382
H -1.836 -2.117 5.840
H 5.711 1.636 -2.931
C -2.280 1.378 -3.096
C -1.095 -5.364 3.533
C 5.858 -2.311 -3.413
N -1.501 -2.699 3.863
H 1.540 -1.590 0.949
N -0.362 -4.537 2.582
H -3.726 1.149 1.802
H -4.826 -1.912 -2.168
H 6.357 -3.158 -2.931
H 7.179 -1.194 1.203
H 4.724 2.353 -1.633
H 8.691 -0.548 0.529
O -0.727 -1.361 1.923
H -0.891 -5.063 4.558
H 7.912 -1.925 -0.235
C -3.409 1.943 -0.226
C -3.881 3.326 0.349
C 7.667 -0.773 -3.129
H -2.220 0.548 0.996
H 2.724 -0.776 -1.282
N -4.710 4.066 -3.798
C -5.238 -0.912 -2.011
C -4.554 4.390 -0.528
H -3.078 -1.478 3.126
O 4.785 -1.026 0.086
H 6.715 1.994 -0.871
```

The value obtained for the electronic energy is -2603.1477 hartree. The net charge is +1.

Here are the Löwdin charges for atoms 1 to 99, given in e: 0.010 0.033 -0.140 0.104 0.019 -0.272 -0.139 -0.068 -0.155 0.722 -0.353 0.721 0.077 0.076 0.056 -0.136 0.079 0.121 0.081 0.036 0.120 -0.254 -0.313 0.026 0.084 0.113 -0.292 0.071 0.068 0.083 0.088 0.079 0.085 0.034 0.086 0.986 0.043 0.078 -0.149 0.080 0.054 0.083 0.078 0.087 -0.130 0.125 0.191 0.084 -0.389 0.081 0.079 0.168 0.112 0.085 0.066 -0.310 0.072 0.082 0.165 0.079 0.074 0.064 0.063 -0.134 0.089 -0.132 -0.119 0.104 -0.169 -0.147 -0.120 0.075 0.103 0.085 0.083 0.075 -0.256 -0.127 -0.137 -0.349 0.061 -0.287 0.135 0.087 0.080 0.077 0.078 0.083 -0.337 0.075 0.076 -0.481 -0.249 -0.129 0.093 0.064 0.013 -0.063 -0.143

***

Here is the molecule C3H8N2OS at a distorted geometry from OMol25. Energies are from ωB97M-V with the def2-TZVPD basis set.

Structure (XYZ):
```
15
C3H8N2OS (ωB97M-V with the def2-TZVPD basis set)
H 0.469 -3.432 0.654
H -2.704 0.595 0.550
C 0.066 -2.390 0.472
O -1.064 -0.210 -0.368
S 1.374 -1.422 -0.541
N 2.105 1.613 -0.926
H 2.805 1.318 -0.180
H -0.302 -1.749 1.368
N 0.627 1.251 -0.834
C 0.220 0.045 -0.572
H 1.916 2.595 -0.592
H -1.164 1.188 1.369
C -1.702 1.049 0.178
H -0.725 -2.481 -0.119
H -1.921 2.031 -0.457
```

The calculation puts the energy above the lowest of the compared OMol25 structures with the same formula, charge and spin at 5.002 eV. Its SMILES is CO/C(=N/N)SC.

What are the Löwdin partial charges on each atom? They are as follows, in elementary charge units: 0.056 0.084 -0.340 -0.192 0.837 -0.040 0.069 0.082 -0.042 -0.746 0.066 0.166 -0.072 -0.047 0.118

***

Here is a cluster of 2 separate species, C4H12N2 in total at a distorted geometry from OMol25. Energies are from ωB97M-V with the def2-TZVPD basis set.

Structure (XYZ):
```
18
C4H12N2 (ωB97M-V with the def2-TZVPD basis set)
H -0.503 0.725 -1.539
H -0.161 -2.567 0.485
H -3.434 0.709 -1.523
H 1.748 0.602 -0.961
H -2.772 2.037 -2.104
H 1.426 1.545 0.651
C 0.837 -0.625 0.579
H -2.475 0.631 -2.785
C -0.202 -1.439 0.335
H -1.056 1.295 0.156
H -1.012 -1.261 -0.407
C 1.069 0.723 -0.079
N -2.538 1.082 -1.879
H 1.884 -1.928 2.091
H 2.536 -0.287 1.670
N 1.690 -0.846 1.836
H 1.216 -0.423 2.631
C -0.281 0.886 -0.512
```

The calculation puts the energy above the lowest of the compared OMol25 structures with the same formula, charge and spin at 5.125 eV. The net charge is +2.

What are the Löwdin partial charges on each atom? They are as follows, in elementary charge units: 0.093 0.151 0.068 0.174 0.051 0.199 -0.254 0.050 0.158 0.153 0.119 -0.109 -0.004 0.269 0.173 0.250 0.177 0.281

***

Here is a structure of composition C20H40O40S10 at a distorted geometry from OMol25. Energies are from ωB97M-V with the def2-TZVPD basis set.

Structure (XYZ):
```
110
C20H40O40S10 (ωB97M-V with the def2-TZVPD basis set)
H 6.613 -1.612 0.886
C 7.137 -3.770 0.340
O 1.347 8.371 -4.282
O 2.950 3.009 5.771
H 0.981 10.392 -4.064
O -1.588 -0.306 -1.238
O -3.530 8.118 2.728
H 4.900 3.859 9.615
O 8.598 -2.545 -4.154
S -5.267 -4.794 -3.813
O -5.927 -5.452 -2.425
C 2.029 9.995 -5.831
H -4.896 -8.041 -3.164
C 5.173 4.967 7.798
H -0.477 6.887 1.275
H -7.018 -7.453 6.567
O -3.389 6.149 4.256
O 4.586 -3.220 2.550
O 4.939 4.465 6.485
H 0.404 -0.239 1.033
H 2.041 -3.815 -6.040
C 6.463 0.447 -3.514
O 8.881 -0.560 -5.558
H 6.621 -3.674 -0.616
H 5.957 1.113 -4.213
H -3.374 -7.285 -2.514
O 0.669 6.406 -5.844
H 7.903 1.592 -2.320
O -7.881 -4.426 3.830
S 8.357 -1.142 -4.315
S -7.885 2.045 3.316
H -7.682 -8.587 4.298
C 7.938 0.918 -3.176
O 2.079 -3.940 -9.155
C 1.564 -3.381 -7.933
C -9.019 1.483 5.510
H 5.771 0.280 -2.688
H -9.074 0.470 5.909
C 4.427 4.021 8.647
O 0.221 1.378 -2.058
O 6.749 -0.809 -4.127
C -4.390 -7.121 -2.871
H 3.107 10.026 -5.988
C 1.807 9.731 -4.330
O 1.511 8.868 -6.514
O -1.269 6.933 3.059
C -1.397 -1.061 0.015
O 3.114 7.024 -5.528
C 7.260 -2.440 1.178
H -2.097 -0.662 0.749
O -4.348 -3.737 -3.544
H 6.237 5.113 7.987
O 0.763 -0.876 -0.839
O -6.504 -5.877 5.445
C -0.613 6.131 2.048
H -8.431 -6.591 5.685
H -9.476 2.123 6.264
C -1.607 5.002 1.879
H -1.648 4.248 2.666
H -11.005 1.041 4.714
O -6.323 -4.575 -4.810
O -7.829 1.957 4.964
H -1.524 4.573 0.881
H 1.514 10.936 -6.022
H 8.503 1.491 -3.911
H 8.232 -2.025 1.443
H -5.962 -7.131 -1.354
O 7.091 -2.690 2.557
H 0.290 -1.986 0.566
H 3.386 4.315 8.782
H 2.690 9.913 -3.718
S 1.672 7.438 -5.555
H 1.224 -5.234 -6.738
H -4.660 -5.909 -1.036
O -7.914 3.401 2.631
O -0.116 -0.782 -3.220
H -6.000 -8.105 4.524
C 0.030 -0.960 0.305
S -2.890 6.815 3.054
S 3.517 -4.667 -8.820
H 0.500 -3.225 -8.113
O -9.421 1.355 3.297
O -2.828 5.742 1.771
H 8.155 -4.074 0.097
C 1.951 -4.444 -6.926
O 4.555 -3.685 -8.670
H 0.419 5.807 2.180
S 4.318 2.963 6.284
O -5.456 -4.675 3.401
O 3.088 -5.109 -7.288
H 4.802 5.984 7.921
O 4.482 2.759 7.927
S -6.673 -5.247 3.906
O 6.139 -4.727 3.873
C -5.242 -6.439 -1.790
S 5.930 -3.814 2.706
H -10.574 2.665 4.380
C -7.017 -7.730 4.409
O -6.973 1.041 2.764
O 8.728 -0.229 -3.016
H -1.628 -2.089 -0.266
C -10.152 1.661 4.437
O -7.062 -6.721 3.336
H 2.049 -2.416 -7.783
O -4.413 -6.274 -4.038
O 6.472 -4.566 1.324
O 5.322 2.281 5.542
C -7.411 -6.974 5.671
O 3.804 -5.729 -9.715
S -0.106 -0.052 -1.998
```

The calculation puts the energy above the lowest of the compared OMol25 structures with the same formula, charge and spin at 9.199 eV.

Here are the Löwdin charges for atoms 1 to 99, given in e: 0.124 -0.121 -0.229 -0.246 0.126 -0.205 -0.262 0.139 -0.223 0.770 -0.214 -0.201 0.125 -0.187 0.131 0.140 -0.257 -0.266 -0.216 0.143 0.133 -0.127 -0.246 0.128 0.128 0.127 -0.229 0.130 -0.255 0.704 0.804 0.131 -0.201 -0.203 -0.155 -0.205 0.125 0.132 -0.165 -0.260 -0.221 -0.159 0.123 -0.151 -0.214 -0.224 -0.139 -0.280 -0.181 0.143 -0.228 0.133 -0.178 -0.241 -0.150 0.134 0.124 -0.171 0.137 0.133 -0.241 -0.179 0.139 0.131 0.124 0.135 0.136 -0.220 0.142 0.134 0.132 0.791 0.137 0.130 -0.270 -0.234 0.130 -0.272 0.740 0.679 0.140 -0.209 -0.214 0.126 -0.246 -0.238 0.132 0.710 -0.225 -0.165 0.132 -0.212 0.698 -0.261 -0.226 0.759 0.125 -0.149 -0.252